C33H21Cl5N6O3Re | wB97M-V/def2-TZVPD

Geometry as ORCA input:
```
! wB97M-V def2-TZVPD RIJCOSX def2/J DEFGRID3
* xyz 0 4
Re 0.2532 0.1884 -0.3955
C 3.0194 -1.3848 0.4165
C 1.0017 -2.6528 1.4211
C 1.2367 -4.0595 1.8376
C 0.9579 -4.2670 3.2810
C 0.2891 -3.3000 3.9625
C -0.0657 -2.0189 3.4419
C -0.8411 -1.0518 4.2722
C 0.4477 -1.6706 2.1552
N 0.4336 -0.3565 1.6247
C 0.9924 0.6328 2.3957
O 1.6336 0.5037 3.4213
C 0.5854 1.9860 1.8680
C 0.5298 3.1628 2.5838
C -0.2409 4.2031 2.0670
C -1.0099 4.0132 0.9250
C -0.8909 2.8109 0.2551
N -0.0136 1.9023 0.6775
C -1.8407 2.2474 -0.7743
O -2.7593 2.9122 -1.2139
N -1.5621 0.9338 -0.9900
C -2.3689 0.1606 -1.8807
C -2.4515 0.4743 -3.2414
C -1.8373 1.7102 -3.8343
C -3.1520 -0.3998 -4.0708
C -3.7566 -1.5395 -3.5743
C -3.6768 -1.8254 -2.2199
C -2.9834 -0.9867 -1.3581
C -2.9282 -1.2975 0.1142
H 4.0064 -1.6107 0.0115
H 2.7435 -0.3089 -1.2577
H 3.1270 -1.0288 1.4364
H 0.7013 -4.7971 1.2191
H 1.2006 -5.2091 3.7551
H -0.0001 -3.5031 4.9883
H -1.5418 -1.5744 4.9239
H -0.1709 -0.4585 4.9009
H -1.4050 -0.3573 3.6468
H 1.0287 3.2291 3.5402
H -0.3061 5.1380 2.6080
H -1.7249 4.7422 0.5706
H -0.9214 2.0067 -3.3239
H -1.6066 1.5547 -4.8880
H -2.5289 2.5487 -3.7462
H -3.2070 -0.1761 -5.1295
H -4.2827 -2.2097 -4.2418
H -4.1556 -2.7123 -1.8220
H -3.4809 -2.2121 0.3265
H -1.9103 -1.4363 0.4911
H -3.3696 -0.4861 0.6974
Cl 3.6284 -6.2685 -1.9846
C 2.9603 -5.0460 -0.9867
C 1.9899 -4.1102 -1.6045
Cl 1.2926 -4.5426 -3.1035
C 1.6038 -3.0217 -0.9416
Cl 0.2338 -2.1000 -1.5378
C 2.1141 -2.6206 0.4117
O 2.4636 -0.2793 -0.3318
C 2.6742 -3.8856 1.1822
Cl 3.8607 -3.3811 2.4078
C 3.2337 -4.9839 0.3218
Cl 4.1674 -6.1946 1.0937
N 0.8980 0.6651 -2.3265
C 1.0957 0.6210 -3.4756
C 1.3143 0.5019 -4.8217
C 1.3700 1.6585 -5.6398
N 1.4000 2.6065 -6.2940
C 1.4643 -0.8128 -5.3344
N 1.5798 -1.8823 -5.7501
*
```

DFT total energy = -4203.5541 Eh
gap between HOMO and LUMO (spin up / spin down) = 6.652 / 6.371 eV
expectation value of S² = 3.804
ΔE to the lowest compared entry with this formula, charge and spin = 89.6 kcal/mol

Here are the Mulliken charges for atoms 1 to 4, given in e: 0.990 -1.888 -1.327 0.290

***

C5H7ClS | wB97M-V/def2-TZVPD

Geometry as ORCA input:
```
! wB97M-V def2-TZVPD RIJCOSX def2/J DEFGRID3
* xyz 0 1
C 0.2247 -1.3976 0.1913
C -1.1635 -1.0861 -0.1222
C 0.7982 1.5149 -0.5486
C 0.3786 1.3911 0.8362
C -1.8508 -0.1725 0.5232
S 1.4280 0.0854 0.3817
Cl -3.4135 0.2924 -0.0088
H 0.7367 -1.9387 -0.6314
H 0.3893 -2.0471 1.1430
H -1.6211 -1.4389 -1.1467
H -0.0444 1.2009 -1.3119
H 1.6101 2.0283 -1.1037
H 0.8670 2.1997 1.5545
H -1.4734 0.3154 1.5097
*
```

DFT total energy = -1052.9225 Eh
gap between HOMO and LUMO = 8.372 eV
ΔE to the lowest compared entry with this formula, charge and spin = 94.8 kcal/mol

Here are the Mulliken charges for atoms 1 to 4, given in e: -0.465 -0.450 -0.451 -0.431

***

C18H23N8O4 | wB97M-V/def2-TZVPD

Geometry as ORCA input:
```
! wB97M-V def2-TZVPD RIJCOSX def2/J DEFGRID3
* xyz 1 1
O 0.1228 1.3914 -5.1010
O -1.6362 -4.6319 1.2510
O -1.0291 -1.7015 5.2116
N 0.5423 2.5475 -1.6924
N 1.4928 3.2768 -1.2238
O -1.5476 -0.4445 -3.9146
C -0.0743 1.5402 -3.9021
C -2.6746 -3.9984 1.4157
C -1.9496 -2.0904 4.5100
C 0.7412 2.4176 -3.0592
C -0.3756 -0.5789 -0.0956
C 1.8589 3.1035 -3.4131
C -0.4182 -1.4826 0.9311
C 0.4215 -2.5117 -0.8408
C 6.1821 5.2775 -1.5154
C 5.8231 4.8975 -2.8106
C 5.2663 5.1356 -0.4719
C 4.5504 4.3702 -3.0624
C 3.9962 4.6084 -0.7241
C 3.6157 4.2076 -2.0200
N -0.9585 0.6825 -3.2728
N 0.1379 -1.2427 -1.1999
N 2.3509 3.6230 -2.2306
N -3.1566 -2.2156 5.0801
N -2.7420 -2.9111 2.1905
N 0.1032 -2.6734 0.4579
C -3.9419 -4.4227 0.7120
C -4.4314 -2.7201 4.5657
C -0.9236 -1.2232 2.3357
C -1.6316 -2.4145 3.0273
H -1.4911 -0.3417 -4.8924
H -0.6828 0.4608 -0.0427
H 2.2917 3.1526 -4.4059
H 0.7553 -3.3019 -1.5091
H 7.1688 5.6901 -1.3212
H 6.5361 5.0129 -3.6228
H 5.5410 5.4358 0.5359
H 4.3109 4.0843 -4.0806
H 3.3050 4.5084 0.1077
H -1.2739 0.9696 -2.3449
H 0.1934 -0.8681 -2.1475
H -3.1490 -1.9448 6.0535
H -3.6327 -2.4451 2.2594
H 0.0100 -3.5728 0.9370
H -4.7008 -4.6763 1.4505
H -3.7338 -5.3008 0.1000
H -4.3003 -3.6170 0.0740
H -4.8202 -2.0625 3.7871
H -5.1607 -2.7483 5.3785
H -4.3146 -3.7374 4.1862
H -0.0630 -0.9249 2.9391
H -1.6095 -0.3744 2.3113
H -0.8942 -3.2146 3.1086
*
```

DFT total energy = -1438.4794 Eh
gap between HOMO and LUMO = 8.865 eV

Here are the Mulliken charges for atoms 1 to 4, given in e: -0.682 -0.717 -0.651 -0.237

***

C8H52NO20S | wB97M-V/def2-TZVPD

Geometry as ORCA input:
```
! wB97M-V def2-TZVPD RIJCOSX def2/J DEFGRID3
* xyz 1 1
C 3.1612 -0.5622 0.1239
C 1.8054 0.0495 0.0401
C 0.9465 -0.0279 1.1393
C -0.3478 0.4427 1.0225
C -0.8036 1.0218 -0.1675
C -2.2385 1.4009 -0.3129
N -3.0091 0.2004 -0.8606
S -3.1256 -1.1191 0.3078
C 0.0703 1.1723 -1.2440
C 1.3562 0.6664 -1.1279
H 3.0619 -1.5827 -0.2395
H 3.5053 -0.5976 1.1487
H 3.8596 -0.0294 -0.5113
H 1.2711 -0.4956 2.0536
H -1.0516 0.3507 1.8372
H -2.3229 2.1517 -1.0940
H -2.6993 1.8253 0.5733
H -3.9568 0.4728 -1.1299
H -2.5225 -0.0850 -1.7127
H -3.1039 -2.2809 -0.3903
H -0.2297 1.6211 -2.1802
H 2.0466 0.7409 -1.9568
O 3.9163 -0.3974 3.4592
H 3.5287 0.4799 3.3769
H 4.8620 -0.2204 3.5065
O 0.9102 -2.1681 -3.0170
H 0.8284 -1.3826 -2.4678
H 1.8111 -2.0971 -3.3583
O -1.6597 -2.7785 3.0340
H -2.3914 -3.2198 3.4800
H -2.0668 -2.2310 2.3558
O 0.6979 -4.5599 2.0555
H 1.0141 -4.1137 1.2640
H -0.1216 -4.1027 2.2813
O -4.9450 2.7937 1.9331
H -4.8358 1.9253 1.5396
H -5.4088 2.6146 2.7713
O -3.9397 -4.1887 -0.9303
H -4.6750 -4.6532 -0.5124
H -4.3592 -3.6921 -1.6437
O -4.7615 5.4506 3.5514
H -4.6363 4.5751 3.1718
H -5.2487 5.2980 4.3663
O 3.9779 -2.6346 -2.2921
H 4.9243 -2.4685 -2.2386
H 3.9035 -3.5932 -2.3890
O 1.2647 -7.6384 0.7725
H 1.0722 -6.8521 1.2981
H 2.1610 -7.5021 0.4517
O 6.1467 0.7519 1.8438
H 6.5601 1.4331 1.3037
H 6.4240 -0.0715 1.4291
O 2.0256 -5.1318 -2.2597
H 1.2950 -5.3903 -1.6857
H 1.5972 -4.5966 -2.9342
O -1.1261 -4.1526 -1.8315
H -0.9869 -3.3896 -2.4020
H -2.0514 -4.1329 -1.5422
O 5.0243 2.0190 -1.3119
H 5.3526 2.3793 -2.1418
H 4.2755 2.5810 -1.0692
O 1.6048 4.4011 -0.7382
H 0.8143 4.0519 -0.3173
H 1.2674 5.0250 -1.3961
O -0.4460 4.9446 -2.6370
H -0.2293 4.8746 -3.5750
H -0.8515 4.0996 -2.4242
O -2.7912 7.1027 -3.1910
H -2.0512 6.4909 -3.2480
H -2.5599 7.7040 -2.4769
O -5.9422 5.4497 0.4434
H -5.3832 4.6959 0.2417
H -5.6236 5.7512 1.3038
O 3.3406 2.7280 0.9518
H 2.9094 3.5853 0.8455
H 4.2716 2.9389 1.0783
O 3.7896 -7.5543 -2.6664
H 4.0487 -7.2634 -3.5447
H 3.0945 -6.9379 -2.4038
O -5.1925 2.6019 4.6951
H -4.4076 2.9126 5.1604
H -5.6946 2.1198 5.3613
*
```

DFT total energy = -2293.4753 Eh
gap between HOMO and LUMO = 7.984 eV

Here are the Mulliken charges for atoms 1 to 4, given in e: -1.608 1.215 -0.937 -0.518

***

C5H10N4 | wB97M-V/def2-TZVPD

Geometry as ORCA input:
```
! wB97M-V def2-TZVPD RIJCOSX def2/J DEFGRID3
* xyz 2 3
C -1.5661 0.3206 -0.0256
C 0.3018 -1.2808 -0.1755
C 0.7299 1.1806 -0.1815
C -1.0625 -1.0010 0.1463
C 1.8265 2.0492 0.0629
N -0.4759 1.4040 0.0942
N 1.0747 -0.1663 -0.3852
N -2.8191 0.6820 -0.2334
N 0.8605 -2.4623 -0.0120
H -1.0501 -1.4219 1.3022
H -1.7596 -1.7637 -0.3184
H 2.6615 1.7200 -0.6364
H 2.1277 2.0246 1.1551
H 1.6118 3.1712 0.0108
H 2.0802 -0.2772 -0.3381
H -3.5697 -0.0674 -0.3036
H -3.2739 1.6041 -0.1679
H 0.4005 -3.3183 0.0742
H 1.9018 -2.3972 -0.0682
*
```

DFT total energy = -414.7432 Eh
gap between HOMO and LUMO (spin up / spin down) = 6.217 / 7.130 eV
expectation value of S² = 2.008
ΔE to the lowest compared entry with this formula, charge and spin = 0.0 kcal/mol

Here are the Mulliken charges for atoms 1 to 4, given in e: 0.226 0.473 0.653 -0.470

***

C5H13NO | wB97M-V/def2-TZVPD

Geometry as ORCA input:
```
! wB97M-V def2-TZVPD RIJCOSX def2/J DEFGRID3
* xyz 0 1
C 0.8392 -2.4171 0.3009
C 0.6700 -1.0863 -0.4036
C 1.2914 0.1763 0.2573
C 0.7296 1.3634 -0.4929
C -0.5212 1.7998 -0.3673
N -1.1118 2.8141 -1.1064
H -0.0387 -2.6682 0.8945
H 1.7526 -2.5627 0.8722
H 0.9640 -3.2283 -0.4230
H 1.0232 -1.1410 -1.4352
H -0.4006 -0.9889 -0.5050
H 0.9254 0.1689 1.2903
H 2.3761 0.1746 0.2167
H 1.3756 1.9235 -1.1628
H -1.2235 1.2898 0.2907
H -0.8173 2.8885 -2.0660
H -2.0882 3.0224 -1.0147
H -1.3145 -0.1339 1.2425
H -2.2151 -1.0223 2.1501
O -2.2164 -0.3726 1.4618
*
```

DFT total energy = -328.2633 Eh
gap between HOMO and LUMO = 8.871 eV
ΔE to the lowest compared entry with this formula, charge and spin = 34.9 kcal/mol
structure (SMILES) = CCC/C=C/N.O

Here are the Mulliken charges for atoms 1 to 4, given in e: -1.131 -0.348 -0.861 -0.220

***

C9H23N7 | wB97M-V/def2-TZVPD

Geometry as ORCA input:
```
! wB97M-V def2-TZVPD RIJCOSX def2/J DEFGRID3
* xyz 0 1
C -2.2747 -0.9886 0.5718
C -0.6454 -2.4434 -0.2921
C 0.3853 -2.9928 -1.1271
C 1.8550 -2.1655 -1.5441
C 1.4722 -0.7047 -1.7592
C 2.0247 -0.1351 0.5987
C 1.4020 0.8116 1.8009
C 1.0368 2.1948 1.4242
C -0.6485 2.9667 -0.0785
H -3.8671 0.2876 1.1972
H -2.6835 1.3421 0.1386
H -2.6477 -1.0142 2.3506
H -2.2824 -1.3265 -1.4802
H -1.4075 -3.1554 0.1312
H -0.3401 -2.1698 0.9013
H 1.0560 -4.1301 -0.8389
H -0.1977 -3.2277 -2.0326
H 1.9483 -2.2195 -2.9935
H 3.0381 -2.8738 -1.3284
H 2.3099 0.0095 -2.4220
H 0.4566 -0.4677 -2.5124
H 0.2739 -0.0385 -0.3491
H 1.8431 -1.3316 0.6914
H 3.0689 0.3769 0.6210
H 2.3254 0.7930 2.6107
H 0.5872 0.3718 2.5572
H 0.9802 2.7986 2.4377
H 1.7713 2.8136 0.9048
H -1.0348 1.6697 1.6173
H -0.5567 3.2149 -1.8853
H 0.6045 1.8853 -1.3431
H -2.3797 3.3995 0.6828
N -2.9504 0.3706 0.4619
N -2.0747 -1.4370 1.6590
N -1.6130 -1.2862 -0.5703
N 1.1897 0.2056 -0.6192
N -0.3015 2.4803 1.1678
N 0.2037 2.9039 -1.1561
N -1.9271 3.2121 -0.1940
*
```

DFT total energy = -739.5902 Eh
gap between HOMO and LUMO = 8.802 eV
ΔE to the lowest compared entry with this formula, charge and spin = 11.3 kcal/mol

Here are the Mulliken charges for atoms 1 to 4, given in e: 0.336 -0.539 -0.362 -0.699

***

C27H31ClFN2O2Pt | wB97M-V/def2-TZVPD

Geometry as ORCA input:
```
! wB97M-V def2-TZVPD RIJCOSX def2/J DEFGRID3
* xyz -1 1
Pt 1.1475 -1.4020 0.5979
N 3.4621 -1.9914 -0.1949
C 3.3492 -3.3759 -0.6638
C 2.5338 -4.2156 0.3348
O 2.6543 -5.4413 0.2498
O 1.8066 -3.5463 1.1365
H 3.9358 -1.3951 -0.8613
H 3.9873 -1.9819 0.6712
H 4.3087 -3.8767 -0.7817
H 2.8366 -3.3861 -1.6274
C 1.5853 0.7123 -2.4323
C 0.0944 1.0156 -2.6064
C -0.6172 -0.1477 -3.3087
C -0.5910 1.4650 -1.3124
C -0.8930 2.8263 -1.2482
C -1.5497 3.3942 -0.1700
C -1.9036 2.5875 0.8939
C -1.6201 1.2258 0.8927
C -2.0566 0.4001 2.0971
C -1.5297 0.9660 3.4215
C -3.5877 0.2932 2.1769
C -0.9577 0.6376 -0.2170
N -0.7421 -0.7721 -0.1883
C -1.9052 -1.5159 -0.3139
C -3.0681 -0.9762 -0.9088
C -4.2242 -1.7196 -1.1049
C -4.2907 -3.0465 -0.7150
C -3.1667 -3.6170 -0.1273
C -2.0264 -2.8688 0.0575
F -0.9817 -3.4713 0.6305
H 2.0028 0.3194 -3.3662
H 1.7362 -0.0243 -1.6525
H 2.1380 1.6134 -2.1495
H 0.0310 1.8798 -3.2715
H -0.4375 -1.0878 -2.7862
H -0.2433 -0.2457 -4.3333
H -1.6962 0.0156 -3.3570
H -0.6005 3.4578 -2.0822
H -1.7763 4.4553 -0.1611
H -2.4208 3.0230 1.7456
H -1.6438 -0.6003 1.9906
H -1.9243 1.9681 3.6190
H -0.4399 1.0201 3.4313
H -1.8402 0.3169 4.2451
H -4.0313 1.2875 2.3004
H -3.8817 -0.3202 3.0344
H -4.0020 -0.1596 1.2775
H -3.0395 0.0586 -1.2248
H -5.0813 -1.2464 -1.5724
H -5.1922 -3.6300 -0.8605
H -3.1599 -4.6507 0.1974
Cl 3.7799 4.6541 -1.2617
C 3.3150 3.2872 -0.2784
C 2.1306 3.3254 0.4340
C 1.7454 2.2220 1.1803
C 2.5155 1.0606 1.2252
C 2.0860 -0.1549 1.9521
C 3.7331 1.0838 0.5378
C 4.1336 2.1731 -0.2175
H 1.5116 4.2117 0.4018
H 0.8129 2.2642 1.7270
H 1.3659 0.0188 2.7458
H 2.9257 -0.7520 2.3076
H 4.3839 0.2177 0.5997
H 5.0731 2.1616 -0.7557
*
```

DFT total energy = -1986.8674 Eh
gap between HOMO and LUMO (spin up / spin down) = 6.679 / 6.680 eV
ΔE to the lowest compared entry with this formula, charge and spin = 61.0 kcal/mol

Here are the Mulliken charges for atoms 1 to 4, given in e: 1.189 -0.527 -0.619 0.612